# 1
ORCA calculation (ωB97M-V/def2-TZVPD) on a molecular structure, C23H29BrN8O3PPd.

Geometry as ORCA input:
```
! RIJCOSX wB97M-V def2-TZVPD def2/J DEFGRID3
* xyz 3 5
Pd -0.404 -0.236 0.691
C -2.280 -2.968 -0.131
O -1.520 -1.888 -0.703
C -1.509 -1.811 -2.079
C -2.110 -2.746 -2.905
C -2.035 -2.604 -4.288
Br -2.821 -3.898 -5.385
C -1.397 -1.517 -4.843
C -0.824 -0.543 -4.011
C -0.840 -0.722 -2.626
O -0.204 0.121 -1.731
C -0.314 0.644 -4.672
N 0.101 0.628 -5.955
C 0.397 1.887 -6.255
C 0.871 2.421 -7.495
C 1.067 3.766 -7.556
C 0.811 4.594 -6.429
C 0.361 4.098 -5.189
C 0.166 2.751 -5.129
N -0.254 1.885 -4.123
H -3.320 -2.913 -0.450
H -2.227 -2.833 0.945
H -1.844 -3.929 -0.404
H -2.627 -3.603 -2.499
H -1.353 -1.383 -5.914
H 0.582 0.517 -2.131
H 1.047 1.762 -8.334
H 1.417 4.226 -8.469
H 0.973 5.660 -6.525
H 0.182 4.766 -4.358
H -0.716 2.168 -3.271
N -0.821 2.694 1.823
C -0.778 1.662 1.306
C 3.405 2.814 1.352
N 2.381 1.810 1.067
C 2.622 0.503 0.996
N 3.882 0.061 1.118
O 1.712 -0.377 0.812
H 2.932 3.791 1.326
H 4.184 2.801 0.590
H 3.851 2.670 2.337
H 1.413 2.096 1.135
H 4.665 0.691 1.166
H 4.068 -0.908 0.917
C 0.108 -2.602 5.586
N 0.806 -1.347 5.290
C 0.145 -0.236 5.959
N -1.225 -0.257 5.427
C -1.977 -1.470 5.796
N -1.286 -2.570 5.140
C -1.426 -2.562 3.696
P -0.588 -1.067 2.953
C 1.024 -1.134 3.871
C -1.395 0.210 4.087
H 0.128 -2.770 6.663
H 0.627 -3.424 5.095
H 0.621 0.715 5.729
H 0.118 -0.399 7.034
H -3.007 -1.383 5.455
H -1.947 -1.593 6.876
H -2.482 -2.566 3.419
H -0.967 -3.460 3.278
H 1.573 -0.207 3.700
H 1.620 -1.951 3.459
H -2.454 0.292 3.835
H -0.907 1.173 3.928
*
```

Computed properties:
* lowest unoccupied orbital energy (spin up / spin down): -0.287 / -0.405 Ha
* expectation value of S²: 6.04
* Kohn-Sham gap (spin up / spin down): 8.1 / 4.9 eV

# 2
ORCA calculation (ωB97M-V/def2-TZVPD) on a molecular structure, C21H64AsF6O11 at a distorted geometry.

Geometry as ORCA input:
```
! RIJCOSX wB97M-V def2-TZVPD def2/J DEFGRID3
* xyz -1 1
As 0.993 18.785 21.881
F 0.031 18.288 23.323
F 2.437 18.721 22.847
F 1.813 19.347 20.449
F -0.588 18.927 21.025
F 0.755 20.541 22.377
F 1.106 17.046 21.375
C 8.994 16.081 21.813
C 8.655 14.715 22.437
C 7.987 13.760 21.441
O 9.847 14.194 22.858
H 9.258 16.778 22.609
H 8.133 16.541 21.329
H 9.824 16.130 21.108
H 7.921 14.854 23.231
H 7.037 14.189 21.120
H 7.725 12.770 21.816
H 8.539 13.593 20.516
H 10.102 14.747 23.599
C -5.984 23.686 22.007
C -6.353 23.276 20.630
C -5.522 24.025 19.641
O -6.044 21.913 20.446
H -4.950 23.449 22.254
H -6.672 23.137 22.650
H -6.089 24.739 22.268
H -7.407 23.429 20.399
H -5.651 25.102 19.745
H -5.850 23.825 18.621
H -4.448 23.877 19.752
H -5.114 21.774 20.639
C -6.202 14.098 16.242
C -5.950 15.548 16.511
C -5.883 16.467 15.342
O -6.967 16.026 17.351
H -6.434 13.533 17.145
H -5.464 13.611 15.605
H -7.164 13.998 15.740
H -5.021 15.537 17.079
H -6.081 17.485 15.678
H -6.614 16.222 14.572
H -4.890 16.454 14.892
H -6.693 16.873 17.710
C 2.408 23.863 27.675
C 1.764 25.114 27.187
C 2.575 25.957 26.133
O 0.567 24.807 26.544
H 1.878 23.459 28.538
H 3.415 24.068 28.039
H 2.459 23.074 26.925
H 1.552 25.730 28.061
H 3.575 26.131 26.530
H 2.124 26.868 25.739
H 2.729 25.350 25.241
H 0.714 24.275 25.758
C 5.006 16.273 14.746
C 4.056 15.120 14.978
C 2.628 15.439 14.616
O 4.418 14.052 14.170
H 4.876 16.833 13.819
H 6.061 16.000 14.755
H 4.869 16.953 15.587
H 4.056 14.830 16.029
H 2.510 15.947 13.658
H 2.165 16.056 15.386
H 2.057 14.511 14.595
H 4.350 14.418 13.285
C 7.394 18.721 28.773
O 8.181 17.552 29.118
H 7.096 18.708 27.725
H 6.485 18.787 29.371
H 7.927 19.659 28.933
H 9.014 17.554 28.642
C -2.097 11.693 21.213
O -1.172 11.365 20.260
H -2.687 12.555 20.901
H -2.748 10.839 21.397
H -1.654 11.972 22.170
H -0.632 12.141 20.093
C 7.552 23.449 20.667
O 8.383 24.519 20.197
H 8.149 22.539 20.719
H 7.154 23.597 21.672
H 6.680 23.417 20.014
H 9.183 24.053 19.944
C -0.980 21.572 14.544
O -1.683 21.443 13.342
H -1.044 22.533 15.054
H -1.207 20.838 15.317
H 0.055 21.280 14.367
H -2.513 21.916 13.438
C -3.393 19.174 28.968
O -3.064 17.809 28.587
H -4.169 19.246 29.731
H -2.469 19.544 29.413
H -3.658 19.699 28.051
H -2.419 17.799 27.876
C 3.107 14.970 27.425
O 3.873 14.449 28.488
H 3.177 16.058 27.457
H 3.463 14.660 26.443
H 2.088 14.595 27.510
H 4.790 14.731 28.449
*
```

Computed properties:
* lowest unoccupied orbital energy: 0.061 Ha
* ΔE to the lowest compared entry with this formula, charge and spin: 81.3 kcal/mol
* Kohn-Sham gap: 10.2 eV